<P>
The following is a DFT calculation (ωB97M-V/def2-TZVPD) of a molecular structure, C6H13N.

## Properties
**HOMO energy**: -6.7 eV
**Orbital gap**: 7.70 eV
**Lowest unoccupied orbital energy**: 0.03603 Ha

Last column: Mulliken charge in e.
CARTESIAN COORDINATES (ANGSTROEM)
1 C 1.8936 0.5170 -0.6439  -0.72
2 C -3.0917 0.3741 -0.2143  -0.74
3 C -0.0605 -1.8054 -0.1105  -1.35
4 C 2.8279 0.4480 0.5332  -0.86
5 N -2.0468 0.0561 0.7383  -0.68
6 C -0.1911 -0.3619 0.0662  0.25
7 C -0.0058 0.8615 -0.0356  0.06
8 H -2.0204 0.7587 1.4776  0.19
9 H -0.1631 1.9115 0.0896  0.45
10 H 1.9620 1.4399 -1.2179  0.37
11 H 1.9688 -0.3194 -1.3360  0.35
12 H -4.0708 0.4848 0.2772  0.30
13 H -3.1877 -0.4376 -0.9432  0.23
14 H -2.9376 1.3099 -0.7821  0.26
15 H -0.1782 -2.0887 -1.1588  0.29
16 H -0.8501 -2.2825 0.4719  0.37
17 H 0.9098 -2.1534 0.2500  0.37
18 H 2.6877 -0.4747 1.1041  0.26
19 H 2.6746 1.2875 1.2166  0.27
20 H 3.8792 0.4745 0.2176  0.32

=====

<Q>
The following is a DFT calculation (ωB97M-V/def2-TZVPD) of C6H13N in the gas phase.

## Properties
**HOMO energy**: -8.9 eV
**SMILES**: C=C(C)CCCN
**Orbital gap**: 9.99 eV
**Lowest unoccupied orbital energy**: 0.03945 Ha

Last column: Mulliken charge in e.
CARTESIAN COORDINATES (ANGSTROEM)
1 C -2.4398 -0.9953 -1.3161  -1.01
2 C -1.0563 -0.9027 -1.0592  0.76
3 C -0.2041 -0.5172 -2.0977  -1.27
4 C -0.4602 -0.8782 0.2695  -0.56
5 C 0.0699 0.4827 0.6599  -0.37
6 C 1.5929 0.3762 1.3006  -0.47
7 N 1.8330 1.8217 1.9079  -0.64
8 H -2.8597 -1.0453 -0.3237  0.25
9 H -3.1182 -0.8681 -2.1413  0.36
10 H 0.3984 -1.3205 -2.4908  0.30
11 H 0.2921 0.4211 -1.9579  0.24
12 H -0.5895 -0.0507 -3.0136  0.36
13 H -1.1874 -1.2305 1.1054  0.30
14 H 0.3970 -1.6242 0.3413  0.28
15 H -0.3450 1.0057 1.5332  0.31
16 H 0.3277 1.1446 -0.2233  0.14
17 H 1.7307 -0.2026 2.1604  0.38
18 H 2.3974 0.2710 0.4853  0.23
19 H 2.1055 1.6583 2.8331  0.21
20 H 1.1156 2.4541 2.0270  0.23

=====

Of them, the most stable is <Q> and the least stable is <P>.

=====

<P>
The following is a DFT calculation (ωB97M-V/def2-TZVPD) of C6H13N in the gas phase.

## Properties
**HOMO energy**: -7.6 eV
**SMILES**: CCCC/C=C/N
**Orbital gap**: 8.82 eV
**Lowest unoccupied orbital energy**: 0.04301 Ha

Last column: Mulliken charge in e.
CARTESIAN COORDINATES (ANGSTROEM)
1 C 1.2033 -0.4380 -1.9473  -1.21
2 C 1.0678 -1.3474 -0.7323  -0.40
3 C 1.1417 -0.5903 0.6059  -0.64
4 C -0.1231 -0.7552 1.4725  -0.75
5 C -1.2503 0.1642 1.0294  -0.48
6 C -1.1424 1.4590 0.7302  0.07
7 N -2.1141 2.1961 0.0869  -0.46
8 H 0.5896 0.4486 -1.7700  0.27
9 H 2.2343 -0.1131 -2.1074  0.31
10 H 0.8679 -0.8931 -2.8810  0.36
11 H 0.0513 -1.7520 -0.8225  0.26
12 H 1.6942 -2.2423 -0.6778  0.35
13 H 1.3782 0.4564 0.4295  0.37
14 H 1.9991 -0.9277 1.2023  0.40
15 H -0.4272 -1.7986 1.4025  0.37
16 H 0.1309 -0.4467 2.4887  0.32
17 H -2.1888 -0.3078 0.7390  0.17
18 H -0.2202 1.9684 0.9961  0.34
19 H -1.8592 3.1075 -0.2352  0.19
20 H -3.0327 1.8122 -0.0093  0.17

=====

<Q>
The following is a DFT calculation (ωB97M-V/def2-TZVPD) of C6H13N in the gas phase.

## Properties
**HOMO energy**: -8.7 eV
**SMILES**: C[C@H]1CCCN1C
**Orbital gap**: 9.89 eV
**Lowest unoccupied orbital energy**: 0.04498 Ha

Last column: Mulliken charge in e.
CARTESIAN COORDINATES (ANGSTROEM)
1 C -2.0360 -0.1053 0.4938  -1.51
2 C -0.7359 -0.0799 -0.2742  0.51
3 C -0.3344 1.2895 -0.8665  -0.74
4 C 0.9854 1.6143 -0.1560  -0.59
5 C 1.5660 0.2352 -0.0019  -0.64
6 N 0.4244 -0.4969 0.5674  -0.24
7 C 0.6273 -1.9348 0.4901  -1.10
8 H -1.9789 0.5530 1.3714  0.32
9 H -2.1807 -1.1166 0.8852  0.33
10 H -2.8983 0.1794 -0.0987  0.40
11 H -0.8047 -0.7944 -1.1071  0.24
12 H -1.1012 2.0408 -0.6893  0.31
13 H -0.1756 1.2277 -1.9416  0.30
14 H 1.5790 2.3390 -0.7039  0.37
15 H 0.7905 2.0086 0.8440  0.28
16 H 2.3999 0.1552 0.6928  0.39
17 H 1.8477 -0.1744 -0.9862  0.33
18 H 0.8586 -2.2813 -0.5227  0.41
19 H -0.2720 -2.4334 0.8510  0.30
20 H 1.4390 -2.2257 1.1522  0.34

=====

Of them, the most stable is <Q> and the least stable is <P>.

=====

<P>
The following is a DFT calculation (ωB97M-V/def2-TZVPD) of C6H13N in the gas phase.

## Properties
**HOMO energy**: -8.8 eV
**SMILES**: C[C@H]1N(C)C1(C)C
**Orbital gap**: 9.82 eV
**Lowest unoccupied orbital energy**: 0.03932 Ha

Last column: Mulliken charge in e.
CARTESIAN COORDINATES (ANGSTROEM)
1 C -1.2512 1.8514 0.5606  -1.38
2 C -0.6934 0.4369 0.6422  0.18
3 N -0.8145 -0.5087 -0.4674  -0.39
4 C -1.0547 -1.9232 -0.2272  -0.83
5 C 0.5040 0.0175 -0.1449  1.12
6 C 1.5540 -0.8267 0.5519  -1.54
7 C 1.0370 0.9137 -1.2405  -1.55
8 H -2.2318 1.9016 0.0798  0.27
9 H -1.3408 2.2765 1.5664  0.36
10 H -0.5774 2.5126 0.0047  0.34
11 H -0.7740 -0.0112 1.6360  0.40
12 H -0.5946 -2.4870 -1.0489  0.29
13 H -0.6398 -2.3173 0.7140  0.28
14 H -2.1275 -2.1363 -0.2403  0.30
15 H 2.3295 -0.1680 0.9584  0.41
16 H 1.1428 -1.3957 1.3905  0.36
17 H 2.0375 -1.5297 -0.1372  0.31
18 H 0.2207 1.4905 -1.6817  0.42
19 H 1.4670 0.3007 -2.0409  0.34
20 H 1.8074 1.6024 -0.8755  0.32

=====

<Q>
The following is a DFT calculation (ωB97M-V/def2-TZVPD) of a molecular structure, C6H13N.

## Properties
**HOMO energy**: -6.7 eV
**Orbital gap**: 6.38 eV
**Lowest unoccupied orbital energy**: -0.01125 Ha

Last column: Mulliken charge in e.
CARTESIAN COORDINATES (ANGSTROEM)
1 C -0.9491 -1.5863 1.7518  -0.97
2 C -0.4761 -1.9632 0.3414  -0.58
3 C 0.7273 -1.1634 -0.0305  -0.28
4 C 0.6136 0.0512 -0.6558  0.70
5 C -0.5207 0.7096 -1.2057  -0.30
6 N -0.9526 1.9876 -1.5177  -0.57
7 C 1.9526 0.7795 -0.9286  -1.65
8 H -0.2592 -1.6087 2.5917  0.34
9 H -1.9293 -2.0331 2.0414  0.32
10 H -1.2612 -0.5603 1.6801  0.18
11 H -0.2950 -3.0319 0.1939  0.36
12 H -1.1845 -1.6261 -0.4331  0.34
13 H -1.0171 2.2328 1.3366  -0.25
14 H 1.7368 -1.2757 0.3487  0.39
15 H -1.0170 2.9426 1.1174  0.25
16 H -1.9850 1.9788 -1.5584  0.26
17 H -0.0086 1.4223 -2.1048  0.34
18 H 2.3986 0.9395 0.0616  0.32
19 H 2.5725 0.1152 -1.5316  0.34
20 H 1.8540 1.6895 -1.4983  0.49

=====

<R>
The following is a DFT calculation (ωB97M-V/def2-TZVPD) of C6H13N in the gas phase.

## Properties
**HOMO energy**: -9.4 eV
**SMILES**: CCCN1C[C@H]1C
**Orbital gap**: 10.54 eV
**Lowest unoccupied orbital energy**: 0.04330 Ha

Last column: Mulliken charge in e.
CARTESIAN COORDINATES (ANGSTROEM)
1 C -2.4965 -0.9072 1.2040  -1.23
2 C -1.1606 -0.2040 0.9943  -0.23
3 C -0.8874 0.1189 -0.4728  -0.49
4 N 0.2907 0.9709 -0.5590  -0.24
5 C 0.8569 1.3081 -1.8451  -0.23
6 C 1.5016 0.3069 -0.9242  -0.14
7 C 2.5573 -0.1839 0.0539  -1.18
8 H -2.5376 -1.8639 0.6705  0.32
9 H -3.3206 -0.2846 0.8356  0.32
10 H -2.6777 -1.1072 2.2649  0.35
11 H -1.1374 0.7406 1.5494  0.31
12 H -0.3390 -0.8156 1.3928  0.16
13 H -1.7565 0.6226 -0.9132  0.35
14 H -0.7193 -0.8150 -1.0424  0.30
15 H 1.2027 2.3008 -2.0901  0.26
16 H 0.3276 0.8115 -2.6770  0.26
17 H 1.3696 -0.5097 -1.6345  0.19
18 H 3.3928 -0.5828 -0.5246  0.34
19 H 2.9380 0.4710 0.8393  0.32
20 H 2.1014 -1.0562 0.5599  0.26

=====

Of them, the most stable is <P> and the least stable is <Q>.